# 1
Computed, not measured: a cluster of 2 separate species, CH2O3S2 in total in a non-equilibrium geometry, with wB97M-V/def2-TZVPD.

Cartesian coordinates (Å):
C  0.123  0.743  -0.159
O  -0.827  1.205  0.464
O  -2.270  -1.642  0.902
O  -0.100  -1.443  -0.399
S  1.602  1.273  0.768
S  -1.618  -1.324  -0.393
H  0.513  0.229  -1.049
H  2.577  0.959  -0.135

## Properties
Gap between HOMO and LUMO = 7.88 eV
F_max = 5.917 eV Å⁻¹
Energy above the lowest of the compared OMol25 structures with the same formula, charge and spin = 156.3 kJ/mol
HOMO level = -9.90 eV

Atom charges from the Löwdin analysis, given in e for atoms 1 to 5:
1. C -0.6991
2. O -0.1166
3. O -0.4061
4. O -0.4870
5. S 0.7694

***

# 2
Computed, not measured: a structure of composition CH2O3Sn in a non-equilibrium geometry, with wB97M-V/def2-TZVPD.

Cartesian coordinates (Å):
O  1.365  1.270  0.001
C  0.756  0.153  0.010
O  1.459  -0.907  0.005
Sn  3.018  0.252  -0.021
H  -0.382  0.109  0.021
O  -2.980  0.020  0.053
H  -3.234  -0.897  -0.069

## Properties
Gap between HOMO and LUMO (spin up / spin down) = 9.60 / 3.61 eV
F_max = 8.414 eV Å⁻¹
Energy above the lowest of the compared OMol25 structures with the same formula, charge and spin = 3.6 kJ/mol
HOMO level (spin up / spin down) = -9.72 / -6.20 eV

Atom charges from the Löwdin analysis, given in e for atoms 1 to 5:
1. O -0.2819
2. C -0.5518
3. O -0.2860
4. Sn 0.9657
5. H 0.1480

***

# 3
Computed, not measured: a cluster of 2 separate species, CH2O4 in total in a non-equilibrium geometry, with wB97M-V/def2-TZVPD.

Cartesian coordinates (Å):
O  -2.214  -1.102  0.075
C  -1.635  -0.068  0.049
O  -1.186  0.931  -0.648
O  -1.041  0.836  0.818
O  2.090  -0.526  -0.221
H  1.437  -0.235  0.489
H  2.549  0.164  -0.561

## Properties
Gap between HOMO and LUMO = 11.53 eV
SMILES = O=C1OO1.O
F_max = 5.625 eV Å⁻¹
Energy above the lowest of the compared OMol25 structures with the same formula, charge and spin = 166.3 kJ/mol
HOMO level = -11.74 eV

Atom charges from the Löwdin analysis, given in e for atoms 1 to 5:
1. O 0.2094
2. C -0.5908
3. O 0.2030
4. O 0.1750
5. O -0.0330

***

# 4
Computed, not measured: the molecule CH2O4Si in a non-equilibrium geometry, with wB97M-V/def2-TZVPD.

Cartesian coordinates (Å):
C  -2.296  -1.611  -0.028
O  -2.866  -2.678  -0.322
O  -3.052  -0.662  0.201
O  -0.981  -1.482  -0.014
O  -1.637  0.934  0.667
Si  -0.447  0.169  0.100
H  0.372  0.168  1.200
H  0.494  0.247  -1.215

## Properties
Gap between HOMO and LUMO (spin up / spin down) = 8.17 / 8.35 eV
F_max = 7.181 eV Å⁻¹
Energy above the lowest of the compared OMol25 structures with the same formula, charge and spin = 508.5 kJ/mol
HOMO level (spin up / spin down) = -11.63 / -11.75 eV

Atom charges from the Löwdin analysis, given in e for atoms 1 to 5:
1. C -0.7667
2. O 0.2522
3. O 0.1815
4. O -0.0556
5. O -0.0975

***

# 5
Computed, not measured: the ion CH2OPS2 with charge -1 in a non-equilibrium geometry, with wB97M-V/def2-TZVPD.

Cartesian coordinates (Å):
O  1.638  1.542  -0.014
C  1.275  0.437  -0.157
S  1.964  -1.055  -0.095
P  -0.892  -0.014  -0.037
S  -2.864  0.620  -0.113
H  -0.583  -1.064  -0.829
H  -0.538  -0.465  1.245

## Properties
Gap between HOMO and LUMO = 7.25 eV
Charge = -1
SMILES = [O-]C(=S)[PH2]=S
F_max = 1.943 eV Å⁻¹
Energy above the lowest of the compared OMol25 structures with the same formula, charge and spin = 27.0 kJ/mol
HOMO level = -3.82 eV

Atom charges from the Löwdin analysis, given in e for atoms 1 to 5:
1. O -0.0819
2. C -1.1704
3. S 0.4514
4. P 0.2657
5. S -0.2250

***

# 6
Computed, not measured: a cluster of 2 separate species, CH2OS2 in total in a non-equilibrium geometry, with wB97M-V/def2-TZVPD.

Cartesian coordinates (Å):
C  -0.171  0.539  0.007
S  -1.150  1.203  -1.106
H  0.827  1.107  0.175
H  -0.603  -0.131  0.804
O  -2.902  2.768  0.242
S  -4.402  2.569  0.238

## Properties
Gap between HOMO and LUMO (spin up / spin down) = 6.86 / 6.81 eV
SMILES = C=S.O=S
F_max = 2.188 eV Å⁻¹
Energy above the lowest of the compared OMol25 structures with the same formula, charge and spin = 326.8 kJ/mol
HOMO level (spin up / spin down) = -8.66 / -8.65 eV

Atom charges from the Löwdin analysis, given in e for atoms 1 to 5:
1. C -0.5718
2. S 0.6097
3. H 0.0272
4. H 0.0158
5. O -0.7998

***

Q: energy above the lowest of the compared OMol25 structures with the same formula, charge and spin of number 5 (CH2OPS2)?
A: 27.0 kJ/mol

***

Q: The highest energy above the lowest of the compared OMol25 structures with the same formula, charge and spin belongs to which entry?
A: CH2O4Si